Formula: C3H10N4
Source: the Open Molecules 2025 dataset
Level of theory: the ωB97M-V functional and the def2-TZVPD basis

Geometry as XYZ:
```
17
Properties=species:S:1:pos:R:3:forces:R:3
C -0.88844 -0.18902 0.36882 0.4022 -0.9688 -2.4780
C -1.39589 -1.51768 -0.22304 -0.3361 0.0533 0.4244
N 1.53266 0.31474 -0.69475 -0.6773 0.5934 0.8217
C 1.19782 1.04480 0.29283 4.1452 -0.2186 -1.8344
N 2.77831 -0.33666 -0.84148 0.5518 0.0505 0.2110
N -1.86095 0.90037 0.32873 0.1498 0.1584 -0.1319
N 1.36161 1.84034 1.20452 -1.9234 -0.7913 -0.1512
H 0.09537 -0.14807 -0.50911 -3.0209 0.5668 2.9637
H -0.62748 -0.35290 1.41676 0.4906 0.0515 -0.1657
H 3.41343 -0.10231 -0.08282 0.1250 0.2258 -0.3176
H 3.15889 -0.09565 -1.75095 0.1073 0.1612 0.2637
H -2.72996 0.61219 0.77177 0.0204 0.0596 -0.0710
H -2.08033 1.13464 -0.63431 -0.0609 -0.0076 0.1041
H 0.59067 2.43224 1.48375 0.2287 0.3448 0.3341
H -0.61300 -2.27680 -0.16896 -0.0741 -0.0899 0.0931
H -2.28330 -1.86233 0.31724 -0.0371 -0.2356 -0.0982
H -1.64941 -1.39789 -1.27900 -0.0911 0.0465 0.0322
```
Positions in Å, forces in eV/Å.

Its energy above the lowest of the compared OMol25 structures with the same formula, charge and spin is 491.0 kJ/mol. The molar mass comes out at 102.1 g mol⁻¹. The SMILES is N=C=NN.CCN. The value obtained for the total energy is -9228.4953 eV.